{"formula": "C55H110O25", "method": "wB97M-V/def2-TZVPD", "elements": ["C", "O", "C", "O", "O", "C", "H", "H", "H", "H", "H", "H", "C", "O", "C", "O", "O", "C", "H", "H", "H", "H", "H", "H", "C", "O", "C", "O", "O", "C", "H", "H", "H", "H", "H", "H", "C", "O", "C", "O", "O", "C", "H", "H", "H", "H", "H", "H", "C", "O", "C", "O", "O", "C", "H", "H", "H", "H", "H", "H", "C", "C", "C", "O", "C", "H", "H", "H", "H", "H", "H", "H", "H", "C", "C", "C", "O", "C", "H", "H", "H", "H", "H", "H", "H", "H", "C", "C", "C", "O", "C", "H", "H", "H", "H", "H", "H", "H", "H", "C", "C", "C", "O", "C", "H", "H", "H", "H", "H", "H", "H", "H", "C", "C", "C", "O", "C", "H", "H", "H", "H", "H", "H", "H", "H", "C", "C", "C", "O", "C", "H", "H", "H", "H", "H", "H", "H", "H", "C", "C", "C", "O", "C", "H", "H", "H", "H", "H", "H", "H", "H", "C", "C", "C", "O", "C", "H", "H", "H", "H", "H", "H", "H", "H", "C", "C", "C", "O", "C", "H", "H", "H", "H", "H", "H", "H", "H", "C", "C", "C", "O", "C", "H", "H", "H", "H", "H", "H", "H", "H"], "coordinates": [[3.88237, -0.26366, 0.05867], [4.88967, -1.24161, -0.16246], [4.52215, -2.35292, -0.85939], [3.41749, -2.52358, -1.34657], [5.44774, -3.23218, -1.00240], [6.74537, -2.91201, -0.37892], [3.80184, 0.42039, -0.74996], [4.20264, 0.42339, 0.88480], [2.96232, -0.67817, 0.27562], [7.21583, -3.87198, -0.21241], [6.55906, -2.36645, 0.59481], [7.18239, -2.19594, -1.00235], [2.95881, -6.39221, -2.91625], [1.73380, -5.63141, -2.92796], [1.64441, -4.40704, -3.44315], [0.75203, -3.64245, -3.24223], [2.68180, -4.11915, -4.21349], [2.90319, -2.70622, -4.64092], [2.84520, -7.29295, -3.50805], [3.18739, -6.64993, -1.89728], [3.74814, -5.86489, -3.36904], [3.59622, -2.68485, -5.48865], [3.15745, -2.26190, -3.72996], [1.87452, -2.25706, -4.87684], [0.59813, -1.40066, -1.74349], [0.29576, -0.08332, -1.26714], [-0.43489, 0.16133, -0.19482], [-0.71693, 1.28791, 0.06917], [-0.56944, -0.94987, 0.52542], [-1.68437, -0.78429, 1.51958], [-0.24367, -2.00935, -1.97178], [1.16857, -1.88302, -0.93780], [1.32095, -1.19076, -2.53340], [-2.55634, -0.42081, 1.01211], [-1.45528, -0.00974, 2.24710], [-1.68833, -1.77078, 1.97501], [2.11331, 2.90490, -0.56113], [2.80263, 2.53052, 0.65215], [3.50528, 3.52329, 1.10602], [3.62071, 4.68191, 0.75228], [4.11830, 3.03338, 2.21781], [4.91295, 3.95888, 2.99077], [1.16778, 3.26076, -0.23717], [2.04901, 1.99024, -1.15052], [2.63630, 3.74901, -1.03597], [4.26742, 4.72554, 3.43876], [5.69168, 4.41346, 2.38760], [5.39378, 3.26199, 3.65168], [-6.28928, -3.97165, 1.78126], [-5.12098, -3.55131, 1.13069], [-4.19567, -4.48640, 0.90629], [-4.27034, -5.66171, 1.20027], [-3.17122, -3.86223, 0.32634], [-2.16843, -4.69940, -0.28591], [-6.04039, -4.23136, 2.80587], [-6.76983, -4.79946, 1.29787], [-6.85847, -3.02337, 1.81230], [-1.58087, -4.00358, -0.88222], [-2.61910, -5.48774, -0.88568], [-1.56769, -5.17962, 0.42087], [-0.56367, 5.24166, -1.84796], [-0.75170, 4.07973, -2.95409], [-1.96560, 4.57471, -3.70919], [-2.66391, 5.59645, -2.96680], [-1.64082, 6.22858, -2.14756], [0.37847, 5.75993, -1.84402], [-0.71457, 4.80192, -0.90864], [-0.86021, 3.07624, -2.51312], [0.07065, 4.08915, -3.67710], [-2.74000, 3.75057, -3.82925], [-1.77509, 5.05910, -4.62682], [-2.22316, 6.55634, -1.28050], [-1.35353, 7.13437, -2.58192], [5.11895, 1.65569, -5.30984], [4.64392, 3.17085, -5.15162], [3.92553, 3.19603, -3.82526], [4.54963, 2.12918, -3.06421], [5.45881, 1.26626, -3.85053], [5.99163, 1.55041, -5.95177], [4.39410, 1.02922, -5.77767], [4.04517, 3.52561, -5.99038], [5.50226, 3.85226, -5.15818], [2.84401, 3.14682, -3.96211], [4.15349, 4.12586, -3.33543], [5.22543, 0.24064, -3.65486], [6.48867, 1.50142, -3.57476], [-0.96093, -4.09091, 4.70163], [-1.54132, -3.32562, 5.83758], [-2.60136, -2.45077, 5.19240], [-3.06771, -3.21902, 4.04040], [-2.24295, -4.41017, 3.91074], [-0.49526, -5.05738, 4.92385], [-0.21952, -3.54261, 4.12857], [-0.89726, -2.79532, 6.52288], [-2.09578, -3.97887, 6.55608], [-2.19571, -1.51565, 4.79558], [-3.51707, -2.36339, 5.80873], [-2.14131, -4.65467, 2.83346], [-2.80696, -5.32815, 4.32704], [0.37064, 0.06475, -5.81538], [-0.73441, 1.12937, -5.80537], [0.05500, 2.38934, -6.24688], [1.34822, 2.29671, -5.64800], [1.66891, 0.90826, -5.74982], [0.35280, -0.51708, -6.70147], [0.34412, -0.60998, -4.97259], [-1.03121, 1.23380, -4.76774], [-1.63137, 0.97949, -6.45627], [-0.43588, 3.31956, -5.95661], [0.12399, 2.36043, -7.35567], [2.33050, 0.70030, -4.90249], [2.12835, 0.80916, -6.74283], [3.40014, -5.76439, 2.46164], [2.97973, -4.82037, 1.36324], [3.20355, -3.44931, 2.00985], [4.32348, -3.50900, 2.85817], [4.24601, -4.86986, 3.39284], [3.97748, -6.67250, 2.15136], [2.55475, -6.14655, 2.99252], [1.90640, -4.79315, 1.14824], [3.51046, -4.91600, 0.35619], [2.33520, -3.13815, 2.60632], [3.23791, -2.60345, 1.26116], [3.67268, -4.77724, 4.34757], [5.22028, -5.25302, 3.56473], [-6.12448, -1.05488, 4.52429], [-5.48417, -0.33093, 3.28423], [-6.61383, -0.02294, 2.34546], [-7.70805, -0.90462, 2.70912], [-7.62751, -1.06804, 4.16465], [-5.95264, -0.55880, 5.51177], [-5.75552, -2.05341, 4.57283], [-4.85753, -1.03484, 2.72515], [-4.97934, 0.62403, 3.55485], [-6.30250, -0.26505, 1.34038], [-7.00239, 1.00927, 2.34128], [-8.06790, -2.07104, 4.38466], [-8.20861, -0.21788, 4.67146], [-3.73138, -0.74623, -2.33514], [-4.82854, -0.36164, -3.33518], [-4.28661, 0.64035, -4.28289], [-3.16674, 1.17463, -3.61289], [-2.54563, 0.13593, -2.87579], [-3.39952, -1.79229, -2.20735], [-3.99319, -0.36222, -1.30969], [-5.68678, 0.07794, -2.82047], [-5.24907, -1.23210, -3.85480], [-4.96954, 1.44688, -4.60022], [-3.97560, 0.17199, -5.24200], [-1.89692, 0.62669, -2.14640], [-1.90785, -0.49894, -3.59515], [0.35517, 5.12502, 2.01175], [0.59848, 5.82030, 3.30245], [1.15371, 4.78580, 4.21827], [1.26176, 3.57219, 3.51550], [0.35574, 3.66799, 2.39308], [1.10224, 5.38406, 1.30483], [-0.61919, 5.44023, 1.61161], [-0.38953, 6.27719, 3.56119], [1.28635, 6.72806, 3.27900], [0.52614, 4.56910, 5.11708], [2.11952, 5.08432, 4.72567], [-0.67211, 3.34721, 2.70272], [0.68822, 2.96762, 1.61293], [-3.22212, 3.88852, 0.62060], [-3.79520, 3.85552, -0.80429], [-4.80679, 2.69847, -0.77774], [-4.23100, 1.75453, 0.10753], [-3.56992, 2.48093, 1.14262], [-3.68981, 4.63033, 1.22716], [-2.13809, 4.06979, 0.59766], [-2.96951, 3.58969, -1.48616], [-4.14668, 4.81049, -1.13299], [-4.92467, 2.26160, -1.76746], [-5.79990, 3.10161, -0.47595], [-2.69255, 1.87666, 1.37771], [-4.29408, 2.47451, 2.00309], [3.24385, -0.84059, 4.53107], [2.62379, 0.28408, 3.69934], [1.26389, 0.59156, 4.41033], [1.16021, -0.40638, 5.46419], [2.00987, -1.52042, 5.19694], [3.85191, -0.42971, 5.28706], [3.83516, -1.58884, 3.98943], [2.48372, 0.03881, 2.61627], [3.18600, 1.20493, 3.72212], [0.43045, 0.47144, 3.78416], [1.21921, 1.55319, 4.88281], [1.57065, -2.19854, 4.49537], [2.17108, -2.02862, 6.15707]], "atomic_forces_ev_per_a": [[1.9, 2.0, 1.0], [0.0, -1.0, -0.5], [-2.3, 1.7, -0.3], [0.7, 0.3, 0.4], [2.1, -0.7, 0.7], [-2.0, -0.1, 2.0], [-0.1, 0.2, -1.3], [0.0, -1.1, -0.4], [-1.9, -1.0, 0.4], [0.4, 0.2, -0.3], [0.3, -1.1, -0.9], [1.3, 0.6, -1.1], [-0.8, -0.2, -0.3], [-0.4, -0.3, 0.3], [1.2, 0.3, -0.3], [-1.1, -0.2, 0.3], [1.3, 0.5, -1.4], [-3.3, -1.3, -0.3], [-0.4, -0.2, 0.0], [0.0, 0.0, 0.4], [1.0, 0.9, -0.3], [-0.2, -0.1, 0.6], [1.2, 1.2, 1.0], [1.5, -0.7, -0.2], [1.8, 0.5, 1.6], [-0.2, 0.7, -1.1], [2.2, -1.2, -0.5], [-1.2, 0.9, 0.8], [-2.2, 0.9, 1.2], [1.8, -0.4, -0.2], [-0.7, 0.0, -0.5], [-0.2, -0.2, -0.4], [-0.6, -0.4, -0.2], [-0.7, -0.5, -0.4], [0.5, -0.1, 0.1], [-0.8, 0.1, 0.0], [0.5, -0.1, -0.3], [-0.4, 0.1, -1.5], [1.6, 1.2, 2.9], [-0.4, -1.1, -0.3], [0.1, 0.6, -0.6], [-0.5, -0.5, -0.8], [-1.1, 0.1, -0.2], [-0.1, 0.4, -0.1], [-0.1, -0.7, -0.1], [0.3, -0.3, 0.1], [-0.1, 0.2, -0.2], [0.1, 0.2, 0.9], [-0.4, 1.4, 1.1], [1.1, -0.3, -0.8], [-0.1, -0.2, 0.4], [0.1, 0.8, -0.4], [0.3, -0.4, -0.3], [-1.0, 0.8, -0.9], [-0.1, -0.3, 0.2], [-0.3, -0.3, -0.4], [-0.3, -0.9, 0.0], [0.0, -0.3, -0.1], [-0.2, 0.2, -0.2], [1.0, -0.6, 1.4], [0.0, -1.0, -1.8], [0.7, 1.6, 0.4], [-2.9, -1.2, 0.8], [1.5, -0.2, 0.6], [-2.9, -0.6, 0.7], [0.7, -0.2, -0.2], [-0.1, -0.6, 1.4], [0.0, 0.5, -0.1], [0.2, -0.3, 0.4], [1.0, 0.9, -0.3], [0.7, 0.0, -1.5], [0.3, -0.2, 0.4], [1.0, 1.3, -1.2], [1.0, 1.5, 0.6], [0.6, -0.9, -1.1], [1.2, -0.5, -0.4], [-0.2, -0.7, 0.3], [-1.7, 2.2, -0.8], [0.2, 0.3, 0.0], [-0.9, -0.4, 0.1], [-0.3, -0.3, 0.0], [0.1, -0.4, 0.3], [0.0, -0.7, 0.3], [0.0, 0.4, 0.5], [-0.1, -0.6, 0.4], [-0.1, 0.0, 0.0], [-0.2, -1.6, -0.9], [-1.2, -0.1, 2.0], [-0.8, -0.8, -0.8], [0.7, -0.6, 0.0], [-1.1, -0.4, -0.2], [0.1, 0.2, 0.5], [-0.1, 0.4, -0.2], [0.6, 0.5, -0.3], [0.4, -0.1, -0.7], [-0.2, 0.2, 0.4], [0.8, 0.6, 0.0], [0.2, 0.4, 0.5], [0.9, 1.4, -0.2], [0.2, 0.9, 0.7], [0.3, 0.6, 0.0], [-0.6, -0.3, -0.3], [-1.3, -0.3, 0.0], [0.1, 0.2, -0.7], [0.1, -0.6, -0.9], [-0.4, -0.2, 0.3], [-0.4, 0.3, 0.0], [0.8, -0.2, 0.6], [0.2, 0.0, 0.1], [0.2, 0.2, 0.3], [0.0, -0.3, -0.4], [0.7, -0.3, 0.4], [1.3, -0.7, -0.3], [-0.2, 1.1, -1.6], [-0.7, 1.6, -1.1], [0.4, -1.7, -0.5], [-1.5, 1.0, 1.0], [-0.4, 0.9, -0.1], [-0.6, -0.1, 0.4], [0.1, -0.7, -0.2], [-0.4, 0.1, 1.5], [-0.2, -0.4, 0.2], [0.6, -1.0, 0.8], [0.7, -0.2, -0.3], [0.9, -0.1, 0.2], [-0.5, 1.5, -0.3], [0.3, 0.4, 0.9], [-1.5, -0.1, -0.1], [0.7, 0.1, 1.1], [-0.6, 0.2, -0.5], [0.0, -0.3, -0.9], [0.3, -0.8, 0.1], [0.5, 0.3, 0.6], [0.1, -0.9, -0.2], [-0.2, 0.0, -0.5], [0.3, -0.1, 0.3], [0.0, 1.0, -0.1], [0.7, -1.2, -0.6], [1.3, 1.4, 1.1], [-2.0, -1.6, 0.6], [0.8, 0.3, -1.4], [0.3, 0.8, 0.0], [0.1, -1.1, -0.9], [-0.6, 0.4, -0.5], [0.2, -0.4, -0.9], [0.1, -0.1, 0.2], [0.2, 0.1, 0.0], [0.2, -0.2, 0.6], [0.1, 0.0, 0.3], [-0.2, -0.3, 0.0], [-0.6, 0.7, 0.9], [-0.9, 0.0, -1.0], [-0.4, 3.3, 0.7], [0.3, -0.5, 3.1], [0.1, 0.0, -1.1], [-0.3, -1.0, 0.4], [0.8, -0.1, -0.9], [0.3, -0.2, -0.1], [0.8, -0.6, 0.7], [-0.7, -1.2, -0.4], [-0.1, 0.4, -0.5], [-0.6, -0.5, -1.1], [0.6, 0.2, -0.1], [-0.1, 0.3, 0.5], [0.2, -1.0, -0.4], [0.9, -0.8, -0.1], [0.1, 1.2, -0.3], [-0.3, 0.2, -0.5], [-0.5, -0.6, 0.8], [-0.3, 0.7, 0.5], [-0.3, -0.1, 0.1], [-0.5, 0.0, 0.2], [-0.5, 0.4, -0.2], [0.1, -0.2, 0.1], [0.3, -0.5, 0.3], [0.0, 0.3, 0.3], [0.8, 0.4, -0.4], [-0.9, -1.3, -0.4], [-0.9, 0.3, -0.5], [1.6, -1.7, 1.0], [-0.4, 0.0, 0.1], [0.8, 1.9, 0.1], [0.8, 0.5, 1.0], [-0.1, 0.4, -0.1], [0.0, 0.0, 0.9], [0.5, 0.1, -0.1], [-1.2, -0.1, -1.2], [0.1, 0.4, 0.1], [-0.6, -0.6, -0.5], [0.2, 0.1, -0.3]], "lowdin_charge": [-0.023, -0.030, -0.630, 0.096, 0.034, 0.026, 0.078, 0.114, 0.054, 0.098, 0.119, 0.075, -0.013, 0.020, -0.625, 0.115, -0.033, 0.035, 0.093, 0.085, 0.073, 0.102, 0.041, 0.098, -0.038, -0.025, -0.663, 0.130, 0.003, 0.041, 0.069, 0.083, 0.088, 0.079, 0.078, 0.089, 0.004, -0.004, -0.617, 0.111, -0.048, -0.021, 0.054, 0.097, 0.103, 0.093, 0.090, 0.088, -0.040, -0.009, -0.617, 0.119, -0.017, -0.009, 0.097, 0.094, 0.096, 0.090, 0.103, 0.064, -0.122, -0.108, -0.214, -0.172, -0.194, 0.108, 0.052, 0.103, 0.095, 0.128, 0.096, 0.119, 0.094, -0.132, -0.142, -0.206, -0.173, -0.147, 0.101, 0.064, 0.104, 0.107, 0.096, 0.108, 0.093, 0.114, -0.173, -0.185, -0.170, -0.185, -0.181, 0.116, 0.091, 0.108, 0.128, 0.115, 0.119, 0.101, 0.143, -0.149, -0.136, -0.192, -0.160, -0.191, 0.096, 0.078, 0.079, 0.130, 0.104, 0.125, 0.115, 0.120, -0.161, -0.153, -0.234, -0.146, -0.153, 0.121, 0.094, 0.112, 0.124, 0.105, 0.115, 0.126, 0.101, -0.149, -0.154, -0.214, -0.182, -0.182, 0.117, 0.071, 0.099, 0.112, 0.108, 0.121, 0.120, 0.131, -0.114, -0.180, -0.230, -0.185, -0.182, 0.109, 0.104, 0.107, 0.114, 0.131, 0.119, 0.100, 0.133, -0.182, -0.181, -0.232, -0.144, -0.165, 0.093, 0.106, 0.123, 0.135, 0.124, 0.126, 0.135, 0.093, -0.128, -0.137, -0.183, -0.161, -0.188, 0.099, 0.080, 0.096, 0.102, 0.104, 0.127, 0.080, 0.121, -0.134, -0.122, -0.140, -0.162, -0.190, 0.093, 0.091, 0.105, 0.086, 0.081, 0.099, 0.070, 0.126], "gap_ev": 9.6}